(1)
{
  "formula": "C40H43N6O2P2RhS2",
  "method": "wB97M-V/def2-TZVPD",
  "elements": ["Rh", "C", "C", "C", "C", "N", "C", "C", "C", "C", "C", "C", "N", "C", "C", "C", "C", "C", "N", "H", "H", "H", "H", "H", "H", "H", "H", "H", "H", "H", "C", "P", "C", "N", "C", "C", "C", "C", "C", "C", "N", "C", "P", "C", "C", "C", "C", "C", "C", "C", "C", "C", "H", "H", "H", "H", "H", "H", "H", "H", "H", "H", "H", "H", "H", "H", "H", "H", "H", "H", "H", "H", "H", "H", "H", "H", "H", "H", "H", "H", "O", "S", "O", "N", "C", "S", "C", "C", "C", "C", "C", "C", "H", "H", "H", "H"],
  "coordinates": [[0.738, -0.174, 0.273], [0.868, -0.269, 4.673], [2.209, -0.049, 4.910], [3.065, 0.064, 3.823], [2.556, -0.012, 2.544], [1.224, -0.171, 2.314], [0.419, -0.324, 3.363], [3.427, -0.025, 1.345], [4.813, -0.013, 1.319], [5.450, -0.178, 0.097], [4.715, -0.395, -1.062], [3.334, -0.396, -0.972], [2.755, -0.159, 0.203], [2.372, -0.648, -2.072], [2.789, -0.960, -3.348], [1.853, -1.113, -4.361], [0.521, -0.925, -4.060], [0.164, -0.635, -2.753], [1.052, -0.522, -1.765], [0.163, -0.403, 5.481], [2.594, 0.014, 5.919], [4.126, 0.197, 3.977], [-0.618, -0.516, 3.150], [5.390, 0.097, 2.225], [6.531, -0.168, 0.051], [5.218, -0.565, -2.002], [3.842, -1.085, -3.557], [2.168, -1.359, -5.366], [-0.250, -1.004, -4.814], [-0.873, -0.485, -2.503], [-2.484, -1.473, -0.869], [-1.650, -0.159, 0.059], [-1.904, 1.291, -1.050], [-3.000, 1.335, -1.769], [-3.169, 2.397, -2.590], [-4.341, 2.481, -3.386], [-4.503, 3.544, -4.217], [-3.518, 4.571, -4.297], [-2.388, 4.518, -3.543], [-2.191, 3.418, -2.669], [-1.055, 3.343, -1.937], [-0.915, 2.303, -1.150], [0.688, 2.119, -0.277], [1.840, 2.481, -1.639], [0.923, 3.590, 0.853], [1.165, 4.857, 0.023], [2.161, 3.276, 1.707], [-0.278, 3.799, 1.768], [-2.846, 0.102, 1.470], [-2.896, -1.234, 2.251], [-4.252, 0.434, 0.959], [-2.382, 1.267, 2.340], [-3.352, -1.033, -1.357], [-2.785, -2.243, -0.176], [-1.844, -1.955, -1.602], [-5.080, 1.694, -3.306], [-5.391, 3.617, -4.831], [-3.678, 5.403, -4.969], [-1.631, 5.290, -3.589], [2.864, 2.560, -1.272], [1.537, 3.427, -2.083], [1.794, 1.715, -2.406], [2.148, 4.861, -0.447], [1.126, 5.710, 0.704], [0.402, 5.005, -0.740], [3.062, 3.156, 1.098], [2.014, 2.372, 2.298], [2.341, 4.100, 2.401], [-1.210, 3.897, 1.211], [-0.127, 4.728, 2.321], [-0.376, 2.999, 2.497], [-3.652, -1.900, 1.838], [-3.172, -1.037, 3.289], [-1.958, -1.794, 2.242], [-4.647, -0.324, 0.285], [-4.295, 1.400, 0.459], [-4.913, 0.479, 1.829], [-1.309, 1.277, 2.508], [-2.879, 1.228, 3.312], [-2.651, 2.216, 1.876], [-2.370, -5.047, 2.326], [-1.916, -4.863, 0.983], [-2.861, -4.821, -0.093], [-1.017, -3.452, 0.924], [0.201, -3.697, 0.618], [1.423, -2.478, 0.501], [0.560, -5.135, 0.426], [1.779, -5.711, 0.117], [1.836, -7.095, -0.002], [0.700, -7.877, 0.183], [-0.526, -7.298, 0.492], [-0.562, -5.925, 0.607], [2.662, -5.100, -0.025], [2.776, -7.574, -0.242], [0.771, -8.952, 0.087], [-1.412, -7.902, 0.639]],
  "relative_energy_kcal_mol": 0.0,
  "charge": 2
}

(2)
{
  "formula": "C40H44AuBN6P",
  "method": "wB97M-V/def2-TZVPD",
  "elements": ["Au", "C", "C", "C", "C", "C", "C", "N", "N", "B", "N", "C", "C", "C", "N", "C", "C", "C", "N", "C", "C", "C", "N", "C", "C", "C", "H", "H", "H", "H", "H", "H", "H", "H", "H", "H", "H", "H", "H", "H", "H", "H", "H", "H", "H", "H", "H", "H", "H", "H", "H", "H", "H", "H", "C", "C", "C", "C", "C", "C", "P", "C", "C", "C", "C", "C", "C", "C", "C", "C", "C", "C", "C", "C", "C", "C", "C", "H", "H", "H", "H", "H", "H", "H", "H", "H", "H", "H", "H", "H", "H", "H", "H"],
  "coordinates": [[-0.073, -0.076, 0.219], [0.218, 3.673, 3.241], [-0.841, 2.967, 2.392], [-2.239, 3.505, 2.718], [-0.569, 3.114, 0.929], [-0.563, 4.303, 0.190], [-0.391, 3.914, -1.120], [-0.293, 2.580, -1.161], [-0.388, 2.085, 0.093], [-0.237, 1.705, -2.419], [1.086, 0.931, -2.520], [1.883, 0.988, -3.599], [2.933, 0.135, -3.396], [2.710, -0.446, -2.132], [1.584, 0.067, -1.606], [3.675, -1.478, -1.604], [5.048, -0.832, -1.380], [3.240, -2.268, -0.384], [-1.417, 0.710, -2.371], [-2.301, 0.458, -3.346], [-3.262, -0.394, -2.849], [-2.914, -0.615, -1.506], [-1.778, 0.045, -1.253], [-3.779, -1.346, -0.512], [-5.148, -0.649, -0.460], [-3.215, -1.446, 0.902], [0.022, 3.486, 4.298], [0.200, 4.751, 3.073], [1.220, 3.307, 3.010], [-0.826, 1.902, 2.626], [-2.319, 4.554, 2.430], [-2.438, 3.426, 3.787], [-3.005, 2.945, 2.180], [-0.687, 5.304, 0.566], [-0.353, 4.498, -2.025], [-0.344, 2.398, -3.384], [1.649, 1.629, -4.432], [3.742, -0.091, -4.070], [3.798, -2.196, -2.421], [5.010, -0.132, -0.547], [5.380, -0.288, -2.263], [5.789, -1.601, -1.157], [2.953, -1.612, 0.433], [4.062, -2.899, -0.043], [2.399, -2.912, -0.624], [-2.201, 0.909, -4.319], [-4.122, -0.789, -3.363], [-3.938, -2.354, -0.906], [-5.048, 0.349, -0.030], [-5.835, -1.228, 0.159], [-5.584, -0.552, -1.453], [-2.897, -0.461, 1.256], [-2.366, -2.121, 0.955], [-3.984, -1.819, 1.578], [-0.466, 1.050, 6.655], [0.812, 1.402, 6.248], [1.262, 1.063, 4.980], [0.435, 0.329, 4.137], [-0.855, -0.020, 4.545], [-1.303, 0.338, 5.802], [0.921, -0.164, 2.458], [2.601, 0.506, 2.276], [3.690, -0.027, 2.963], [4.927, 0.590, 2.877], [5.084, 1.739, 2.113], [4.003, 2.274, 1.429], [2.763, 1.657, 1.504], [0.994, -1.969, 2.595], [1.423, -2.595, 3.744], [1.480, -3.996, 3.812], [1.072, -4.749, 2.744], [0.613, -4.140, 1.555], [0.214, -4.898, 0.430], [-0.181, -4.279, -0.724], [-0.226, -2.873, -0.794], [0.106, -2.115, 0.291], [0.568, -2.722, 1.479], [-0.818, 1.335, 7.638], [1.462, 1.948, 6.919], [2.253, 1.360, 4.663], [-1.494, -0.581, 3.870], [-2.299, 0.062, 6.122], [3.569, -0.914, 3.571], [5.775, 0.176, 3.406], [6.055, 2.211, 2.042], [4.119, 3.168, 0.830], [1.917, 2.079, 0.978], [1.710, -2.009, 4.608], [1.844, -4.474, 4.711], [1.088, -5.831, 2.799], [0.245, -5.979, 0.494], [-0.458, -4.863, -1.591], [-0.527, -2.398, -1.722]],
  "relative_energy_kcal_mol": 14.4,
  "charge": 1
}

HOMO values, unit eV, following the record order: -13.467; -10.982.
Max |F| values, unit eV/Å, following the record order: 1.05; 1.60.
Lowest unoccupied orbital energy values, unit Ha, following the record order: -0.22790; -0.14749.